(1)
Density functional theory data (ωB97M-V/def2-TZVPD) for a 2-piece molecular cluster, C8H23NSi2 overall.

Geometry as XYZ:
```
34
Properties=species:S:1:pos:R:3:forces:R:3
C 2.252 1.406 2.520 0.825 -0.537 0.677
C -0.099 -3.248 1.828 -3.370 1.864 0.497
C -1.632 1.762 -1.155 -0.847 -0.718 0.238
C -0.064 1.914 -3.814 0.365 1.936 -1.167
C -1.480 -0.795 -2.855 0.791 0.612 -2.140
C -1.082 0.193 2.376 -0.128 -1.471 -0.515
C 2.207 -0.071 2.193 -2.285 -0.783 1.540
C 0.028 -2.216 0.730 2.571 -0.030 -2.322
N 0.913 0.323 -1.504 -0.055 -0.092 1.622
Si -0.526 0.809 -2.340 1.429 -1.492 0.691
Si 0.431 -0.449 1.418 0.933 -1.506 -1.767
H 1.415 1.791 3.054 -0.416 0.271 0.948
H 3.215 1.581 2.989 -0.136 0.467 0.541
H 2.284 1.942 1.619 -0.033 0.850 -1.445
H 0.749 -3.533 2.342 2.231 -0.131 0.844
H -0.800 -2.785 2.597 0.491 -1.175 -0.593
H -0.500 -4.145 1.417 -0.701 -0.748 -0.095
H -1.045 2.590 -0.807 0.037 1.020 -0.214
H -2.631 2.003 -1.538 0.296 0.582 -0.127
H -1.864 1.266 -0.200 0.260 -0.527 -0.403
H 0.948 1.641 -4.346 -2.044 0.285 1.003
H -0.907 2.019 -4.617 1.547 -0.261 1.331
H 0.102 3.013 -3.398 -0.328 -2.129 -0.799
H -2.434 -0.515 -2.423 -0.666 -0.904 -0.195
H -1.524 -0.760 -3.992 -0.520 0.472 1.097
H -1.162 -1.863 -2.805 -0.080 0.968 1.138
H -1.977 0.171 1.682 1.016 0.347 1.060
H -1.293 -0.403 3.310 0.259 0.130 -1.102
H -0.784 1.135 2.755 -0.353 1.409 0.074
H 2.523 -0.743 3.086 -0.825 0.972 -1.504
H 2.920 -0.130 1.439 1.209 -1.036 -1.488
H -0.795 -2.154 -0.029 0.173 0.009 1.166
H 0.856 -2.656 0.017 -1.069 1.480 1.229
H 1.758 0.907 -1.549 -0.577 -0.134 0.180
```
Positions in Å, forces in eV/Å.

Results
Energy relative to the best compared isomer or geometry (same formula, charge and spin) (kcal/mol): 108.0
HOMO (spin up / spin down) (eV): -7.44 / -7.44
LUMO (spin up / spin down) (eV): -0.6 / -0.6
Frontier orbital gap (spin up / spin down) (eV): 6.880 / 6.882
2S+1: 1
Molecular weight (Da): 189.45


(2)
Density functional theory data (ωB97M-V/def2-TZVPD) for a 2-piece molecular cluster, C8H23OSi2 overall.

Geometry as XYZ:
```
34
Properties=species:S:1:pos:R:3:forces:R:3
C 2.056 -2.411 2.104 -0.315 -2.018 2.357
C 2.025 2.059 -0.743 -1.818 1.039 0.539
C 0.293 1.210 -3.136 0.667 -3.646 0.514
C -3.305 0.805 -0.626 1.965 -0.833 2.611
C -1.476 1.213 2.049 -2.489 -0.893 0.053
C 0.885 -1.479 1.681 1.475 -1.708 0.152
C 0.495 -2.045 0.360 -0.653 1.776 -0.879
C -0.605 -1.316 -0.364 -2.940 -2.607 0.469
O -0.472 0.051 -0.412 2.377 1.300 -1.395
Si 1.521 0.618 -1.753 -1.783 1.499 -1.606
Si -1.656 1.136 0.196 0.558 1.120 -0.519
H 2.440 -2.023 3.078 -0.049 -0.564 -0.647
H 2.954 -2.598 1.448 -1.220 0.770 0.159
H 1.633 -3.493 2.318 0.828 2.056 -0.309
H 1.105 2.423 -0.166 1.222 -0.791 -0.455
H 2.838 1.874 -0.094 0.755 -0.204 0.918
H 2.257 2.986 -1.295 0.100 -0.647 -0.465
H 0.104 0.470 -3.957 0.520 0.598 0.653
H -0.648 1.318 -2.670 -1.072 0.374 0.659
H 0.588 2.120 -3.530 0.805 1.815 -0.770
H -3.116 -0.237 -0.804 -0.950 -0.745 -0.602
H -4.016 0.950 0.151 -0.931 -0.384 0.762
H -3.646 1.365 -1.419 -0.121 1.072 -2.078
H -0.479 1.417 2.342 1.042 0.435 0.203
H -2.189 2.018 2.428 0.922 -1.124 -0.233
H -1.732 0.200 2.495 0.002 1.291 -0.294
H 0.034 -1.518 2.439 1.348 0.496 -0.960
H 1.411 -0.562 1.495 -0.581 1.256 0.515
H 1.346 -2.093 -0.321 0.368 0.088 0.035
H 0.220 -3.035 0.525 -0.744 -1.896 -0.075
H -1.639 -1.455 0.092 1.193 -0.583 0.058
H -0.747 -1.817 -1.343 0.220 0.736 -0.087
H 2.542 -0.432 -2.142 -0.813 0.151 0.710
H -1.021 2.283 -0.425 0.110 0.773 0.002
```
Positions in Å, forces in eV/Å.

Results
Energy relative to the best compared isomer or geometry (same formula, charge and spin) (kcal/mol): 15.0
HOMO (eV): -13.99
Charge: +1
LUMO (eV): -4.7
Frontier orbital gap (eV): 9.257
2S+1: 1
Molecular weight (Da): 191.44


(3)
Density functional theory data (ωB97M-V/def2-TZVPD) for C8H24B2F8O4RbS4 as an isolated structure.

Geometry as XYZ:
```
51
Properties=species:S:1:pos:R:3:forces:R:3
Rb 0.400 -0.780 0.291 0.574 -0.357 0.073
B 1.109 -1.920 3.575 1.496 -0.799 -0.616
F 0.447 -2.812 4.436 -0.028 0.803 0.313
F 0.312 -0.817 3.194 -0.491 -0.098 -0.116
F 2.310 -1.361 4.053 -0.270 -0.188 0.723
F 1.493 -2.718 2.448 -0.687 0.658 -0.193
B 2.007 -3.031 -2.054 1.044 -1.237 0.255
F 3.215 -3.095 -2.799 -0.333 0.248 -0.049
F 2.328 -3.215 -0.690 -0.305 0.394 -0.144
F 1.417 -1.769 -2.227 -0.388 0.540 -0.043
F 1.141 -4.048 -2.467 -0.133 0.246 -0.125
C -3.264 2.139 -1.102 0.465 -0.325 0.502
S -3.412 0.467 -0.353 -0.969 0.238 -0.853
O -2.183 0.160 0.416 0.323 0.144 -0.073
C -3.309 -0.446 -1.946 0.475 1.077 0.597
H -2.810 2.755 -0.324 -0.259 0.062 0.071
H -4.262 2.490 -1.353 -0.017 0.017 -0.025
H -2.579 2.143 -1.947 -0.096 -0.163 -0.067
H -3.036 -1.452 -1.642 -0.168 -0.194 -0.400
H -2.532 0.081 -2.496 0.376 -0.529 0.003
H -4.219 -0.329 -2.530 -0.295 -0.362 0.334
C -1.899 -2.377 2.388 0.188 -1.449 0.631
S -3.384 -2.850 1.478 0.015 -0.467 -0.025
O -3.029 -4.079 0.689 -0.093 0.619 0.197
C -4.314 -3.472 2.904 0.218 0.105 0.151
H -1.050 -2.450 1.710 -0.310 0.261 -0.013
H -1.717 -3.195 3.094 0.034 -0.069 -0.113
H -1.898 -1.490 3.012 -0.330 0.403 -0.569
H -4.313 -2.695 3.669 -0.258 -0.015 -0.020
H -3.828 -4.364 3.301 0.262 0.080 -0.156
H -5.315 -3.761 2.591 -0.071 0.266 -0.070
C 0.773 2.922 -3.785 0.551 0.352 -0.285
S 0.712 2.052 -2.204 0.441 -1.163 -0.256
O -0.443 1.092 -2.278 0.187 0.540 0.073
C 2.224 0.993 -2.433 -0.487 0.918 0.195
H 1.620 3.616 -3.789 0.123 -0.215 0.189
H -0.097 3.561 -3.931 -0.270 -0.349 0.228
H 0.898 2.230 -4.617 -0.180 -0.128 0.075
H 2.401 0.428 -1.514 -0.115 0.234 -0.166
H 3.050 1.683 -2.610 0.078 -0.092 -0.031
H 2.073 0.300 -3.257 -0.149 0.039 -0.037
C 2.525 3.384 2.104 0.123 0.471 0.214
S 3.581 1.984 1.597 -0.971 0.335 -0.482
O 2.583 0.983 1.109 0.548 0.256 -0.101
C 4.217 2.872 0.117 0.753 -0.107 0.770
H 1.647 3.348 1.461 0.061 -0.063 -0.137
H 3.041 4.340 1.986 0.085 -0.114 -0.129
H 2.192 3.345 3.140 0.152 -0.511 -0.006
H 3.388 3.270 -0.459 -0.016 -0.166 -0.214
H 4.903 2.210 -0.412 -0.534 -0.276 -0.268
H 4.883 3.675 0.453 -0.350 0.125 0.188
```
Positions in Å, forces in eV/Å.

Results
HOMO (eV): -6.23
Charge: -1
LUMO (eV): 1.5
Frontier orbital gap (eV): 7.756
2S+1: 1
Molecular weight (Da): 571.62


(4)
Density functional theory data (ωB97M-V/def2-TZVPD) for C8H24BrCdN2O3 as an isolated structure.

Geometry as XYZ:
```
39
Properties=species:S:1:pos:R:3:forces:R:3
Cd -1.682 4.160 2.886 1.359 -0.793 -1.410
Br -0.209 3.363 0.778 -1.199 0.604 1.556
O 1.064 5.488 -1.834 0.134 -0.031 0.023
H 0.336 5.337 -2.437 -0.166 0.114 -0.288
H 0.863 4.942 -1.074 0.044 0.009 0.203
C -0.851 -1.376 -1.281 0.446 0.181 -1.785
C -1.379 -0.291 -2.309 -0.629 -0.707 3.079
C -2.241 -0.766 -3.483 -0.299 0.420 -0.562
O -2.649 0.225 -4.398 -0.505 0.747 1.243
C -1.807 0.518 -5.456 1.147 -0.656 -0.932
N -1.996 0.717 -1.445 0.852 0.659 -2.888
H -1.637 -2.003 -0.861 -0.033 0.379 0.121
H -0.238 -0.849 -0.550 -0.334 -0.156 0.289
H -0.156 -2.017 -1.823 -0.053 -0.178 0.028
H -0.464 0.205 -2.633 0.409 0.222 -0.907
H -3.229 -1.053 -3.122 0.241 -0.764 0.469
H -1.694 -1.560 -3.991 -0.160 -0.208 0.058
H -0.890 0.991 -5.103 0.256 0.381 0.216
H -2.260 1.125 -6.239 -0.340 -0.001 0.484
H -1.466 -0.421 -5.893 0.024 -0.152 -0.319
H -2.502 1.376 -2.019 -1.370 0.119 -0.222
H -1.296 1.326 -1.046 0.347 -0.399 1.452
C -0.486 -0.784 2.443 -0.807 -0.506 0.449
C 0.777 -0.591 3.354 -2.282 1.081 -1.205
C 1.868 -1.493 2.938 0.644 -1.456 1.780
O 2.852 -1.553 4.017 -1.483 2.498 -1.556
C 3.794 -2.547 3.877 0.086 -1.441 0.048
N 1.092 0.839 3.272 0.461 0.820 0.508
H -0.742 -0.134 1.607 1.021 0.593 -0.137
H -1.364 -0.636 3.072 -0.078 -0.180 0.196
H -0.600 -1.783 2.022 0.270 -0.228 0.267
H 0.380 -0.842 4.338 0.628 0.201 0.244
H 2.093 -1.161 1.925 1.376 -0.097 -0.096
H 1.509 -2.521 2.893 -0.375 -0.128 -0.400
H 4.508 -2.455 4.696 0.258 0.226 -0.428
H 4.212 -2.586 2.871 0.549 0.223 0.113
H 3.303 -3.507 4.035 -0.049 -0.434 -0.040
H 2.007 1.082 3.626 0.168 -0.349 0.908
H 1.178 1.234 2.347 -0.559 -0.614 -0.559
```
Positions in Å, forces in eV/Å.

Results
HOMO (spin up / spin down) (eV): -13.91 / -13.91
Charge: +2
LUMO (spin up / spin down) (eV): -11.1 / -11.2
Frontier orbital gap (spin up / spin down) (eV): 2.794 / 2.725
2S+1: 2
Molecular weight (Da): 388.61


(5)
Density functional theory data (ωB97M-V/def2-TZVPD) for C8H24F3NaO4S4 as an isolated structure.

Geometry as XYZ:
```
44
Properties=species:S:1:pos:R:3:forces:R:3
Na 15.295 -39.153 4.317 0.565 1.916 0.434
F 13.862 -37.038 4.713 -0.398 -0.552 0.162
F 16.994 -37.673 3.341 0.238 -0.765 -0.481
F 16.630 -39.342 6.424 -0.479 -0.793 -0.175
C 13.915 -38.822 -0.527 0.478 -0.288 -0.171
S 14.144 -39.755 1.011 -0.310 -0.391 -0.396
O 14.239 -38.783 2.093 0.214 0.287 0.487
C 12.444 -40.375 1.077 -0.165 -0.206 -0.576
H 14.904 -38.576 -0.912 0.028 0.130 0.159
H 13.368 -37.905 -0.317 -0.205 -0.097 0.006
H 13.445 -39.490 -1.250 -0.220 0.205 -0.049
H 12.388 -41.109 1.876 -0.048 0.213 0.209
H 12.165 -40.854 0.133 0.162 -0.096 0.027
H 11.779 -39.525 1.226 0.060 0.013 0.323
C 15.185 -42.549 6.244 0.192 -0.148 0.977
S 13.718 -42.249 5.268 0.496 -0.267 0.516
O 14.170 -41.180 4.353 -0.291 0.284 -0.943
C 13.733 -43.769 4.278 0.367 0.104 0.404
H 14.965 -43.115 7.155 -0.216 -0.079 -0.130
H 15.531 -41.557 6.565 0.086 0.183 -0.246
H 15.992 -43.049 5.708 -0.132 0.130 -0.326
H 13.407 -44.616 4.882 -0.273 0.081 -0.026
H 14.760 -43.963 3.972 -0.054 0.155 -0.320
H 13.070 -43.557 3.444 -0.002 -0.252 -0.088
C 12.351 -37.178 7.077 -0.930 -0.244 -0.044
S 12.445 -38.551 8.240 0.432 0.552 -0.051
O 11.358 -39.544 7.951 -0.279 -0.122 -0.112
C 13.947 -39.171 7.518 0.256 -0.274 -0.111
H 12.494 -37.503 6.037 0.557 0.075 -0.033
H 13.130 -36.462 7.327 0.053 -0.007 -0.064
H 11.355 -36.731 7.149 0.057 0.069 0.338
H 14.330 -40.028 8.070 -0.041 0.096 0.155
H 14.723 -38.410 7.428 0.032 -0.069 0.070
H 13.699 -39.473 6.505 -0.098 -0.007 -0.173
C 20.176 -40.539 2.166 -0.116 0.093 0.013
S 18.850 -41.740 2.405 0.035 0.047 0.270
O 19.300 -42.628 3.523 -0.019 -0.215 -0.093
C 17.678 -40.540 2.992 -0.211 1.250 -0.442
H 19.831 -39.827 1.418 0.111 0.043 -0.013
H 21.080 -41.044 1.832 -0.036 -0.112 0.041
H 20.334 -40.026 3.114 0.040 0.003 0.001
H 16.642 -40.777 2.751 0.078 -0.592 0.229
H 17.856 -39.623 2.411 -0.134 0.110 0.118
H 17.799 -40.174 4.018 0.117 -0.463 0.126
```
Positions in Å, forces in eV/Å.

Results
HOMO (eV): -1.18
Charge: -2
LUMO (eV): 3.8
Frontier orbital gap (eV): 4.998
2S+1: 1
Molecular weight (Da): 392.53


(6)
Density functional theory data (ωB97M-V/def2-TZVPD) for C8H24Fe2N2O14 as an isolated structure.

Geometry as XYZ:
```
50
Properties=species:S:1:pos:R:3:forces:R:3
Fe 3.187 -1.099 -2.463 -1.396 1.486 1.995
Fe 1.914 0.243 2.151 -0.603 0.064 -1.410
N 4.121 0.837 -0.064 -0.450 1.861 0.724
O 3.652 0.556 1.083 -0.377 -0.709 0.382
O 4.801 1.796 -0.212 0.064 -0.832 -0.357
O 3.732 0.132 -1.066 0.156 -1.220 -0.849
N 0.525 -0.301 -0.727 -0.109 0.499 2.428
O 1.140 -0.625 -1.767 0.788 -0.663 -1.633
O -0.542 0.246 -0.714 0.375 -0.427 -1.149
O 1.052 -0.576 0.402 0.971 -0.375 -0.084
C -0.278 -5.339 -0.746 -1.392 1.081 0.374
C -0.140 -4.037 0.018 0.871 0.145 0.459
O 0.509 -4.180 1.285 -0.239 0.009 0.604
O 0.960 -5.860 -1.121 0.237 -0.295 0.108
H -0.897 -5.126 -1.623 0.356 -0.005 -0.311
H -0.964 -5.937 -0.135 0.682 -0.736 0.042
H -1.122 -3.655 0.301 -0.057 0.130 -0.454
H 0.446 -3.303 -0.555 -0.367 0.062 -0.243
H 1.465 -4.254 1.244 -0.023 -0.221 -0.507
H 1.241 -6.524 -0.483 -0.041 -0.055 -0.063
C -2.781 2.900 0.425 -0.471 -0.766 -0.438
C -3.442 2.058 -0.681 0.060 1.533 0.533
O -2.556 1.893 -1.787 -0.233 -0.624 0.614
O -1.771 2.145 1.118 0.046 -0.116 0.172
H -3.580 3.144 1.124 0.341 0.200 0.275
H -2.324 3.790 -0.011 -0.181 0.104 0.079
H -4.308 2.632 -1.014 0.020 -0.088 -0.258
H -3.827 1.140 -0.228 0.236 -0.288 -0.302
H -1.987 1.170 -1.508 0.003 0.070 -0.634
H -1.205 1.792 0.427 0.118 0.165 -0.016
C -1.183 -1.716 3.274 -0.636 -1.661 -0.058
C -0.281 -0.818 4.077 -1.544 -1.225 -0.457
O 0.169 0.193 3.106 0.675 0.306 0.633
O -2.248 -0.924 2.745 0.792 -0.215 0.010
H -1.586 -2.531 3.893 0.026 0.425 0.470
H -0.702 -2.312 2.487 0.502 0.597 -0.130
H 0.501 -1.402 4.557 0.563 0.437 -0.359
H -0.941 -0.445 4.863 0.498 1.000 -0.122
H -0.655 0.478 2.635 0.119 0.092 -0.029
H -2.638 -1.485 2.066 -0.384 0.388 -0.074
C 0.965 3.638 -3.280 -0.824 0.655 -0.767
C 1.480 2.765 -2.168 -0.784 0.010 0.011
O 1.348 3.327 -0.870 0.459 -0.262 0.062
O 1.599 4.905 -3.380 0.166 -0.697 0.064
H -0.111 3.817 -3.165 0.037 -0.210 0.602
H 0.975 3.074 -4.227 0.593 -0.038 0.055
H 2.499 2.387 -2.324 0.025 0.151 -0.191
H 0.758 1.943 -2.206 0.313 -0.259 0.148
H 2.006 4.030 -0.797 -0.234 0.191 -0.001
H 1.024 5.418 -3.957 0.253 0.325 0.053
```
Positions in Å, forces in eV/Å.

Results
Energy relative to the best compared isomer or geometry (same formula, charge and spin) (kcal/mol): 0.0
HOMO (spin up / spin down) (eV): -14.29 / -14.29
Charge: +2
LUMO (spin up / spin down) (eV): -10.0 / -10.3
Frontier orbital gap (spin up / spin down) (eV): 4.336 / 3.939
2S+1: 9
Molecular weight (Da): 483.97


What did the third record say?
Density functional theory data (ωB97M-V/def2-TZVPD) for C8H24B2F8O4RbS4 as an isolated structure.

Geometry as XYZ:
```
51
Properties=species:S:1:pos:R:3:forces:R:3
Rb 0.400 -0.780 0.291 0.574 -0.357 0.073
B 1.109 -1.920 3.575 1.496 -0.799 -0.616
F 0.447 -2.812 4.436 -0.028 0.803 0.313
F 0.312 -0.817 3.194 -0.491 -0.098 -0.116
F 2.310 -1.361 4.053 -0.270 -0.188 0.723
F 1.493 -2.718 2.448 -0.687 0.658 -0.193
B 2.007 -3.031 -2.054 1.044 -1.237 0.255
F 3.215 -3.095 -2.799 -0.333 0.248 -0.049
F 2.328 -3.215 -0.690 -0.305 0.394 -0.144
F 1.417 -1.769 -2.227 -0.388 0.540 -0.043
F 1.141 -4.048 -2.467 -0.133 0.246 -0.125
C -3.264 2.139 -1.102 0.465 -0.325 0.502
S -3.412 0.467 -0.353 -0.969 0.238 -0.853
O -2.183 0.160 0.416 0.323 0.144 -0.073
C -3.309 -0.446 -1.946 0.475 1.077 0.597
H -2.810 2.755 -0.324 -0.259 0.062 0.071
H -4.262 2.490 -1.353 -0.017 0.017 -0.025
H -2.579 2.143 -1.947 -0.096 -0.163 -0.067
H -3.036 -1.452 -1.642 -0.168 -0.194 -0.400
H -2.532 0.081 -2.496 0.376 -0.529 0.003
H -4.219 -0.329 -2.530 -0.295 -0.362 0.334
C -1.899 -2.377 2.388 0.188 -1.449 0.631
S -3.384 -2.850 1.478 0.015 -0.467 -0.025
O -3.029 -4.079 0.689 -0.093 0.619 0.197
C -4.314 -3.472 2.904 0.218 0.105 0.151
H -1.050 -2.450 1.710 -0.310 0.261 -0.013
H -1.717 -3.195 3.094 0.034 -0.069 -0.113
H -1.898 -1.490 3.012 -0.330 0.403 -0.569
H -4.313 -2.695 3.669 -0.258 -0.015 -0.020
H -3.828 -4.364 3.301 0.262 0.080 -0.156
H -5.315 -3.761 2.591 -0.071 0.266 -0.070
C 0.773 2.922 -3.785 0.551 0.352 -0.285
S 0.712 2.052 -2.204 0.441 -1.163 -0.256
O -0.443 1.092 -2.278 0.187 0.540 0.073
C 2.224 0.993 -2.433 -0.487 0.918 0.195
H 1.620 3.616 -3.789 0.123 -0.215 0.189
H -0.097 3.561 -3.931 -0.270 -0.349 0.228
H 0.898 2.230 -4.617 -0.180 -0.128 0.075
H 2.401 0.428 -1.514 -0.115 0.234 -0.166
H 3.050 1.683 -2.610 0.078 -0.092 -0.031
H 2.073 0.300 -3.257 -0.149 0.039 -0.037
C 2.525 3.384 2.104 0.123 0.471 0.214
S 3.581 1.984 1.597 -0.971 0.335 -0.482
O 2.583 0.983 1.109 0.548 0.256 -0.101
C 4.217 2.872 0.117 0.753 -0.107 0.770
H 1.647 3.348 1.461 0.061 -0.063 -0.137
H 3.041 4.340 1.986 0.085 -0.114 -0.129
H 2.192 3.345 3.140 0.152 -0.511 -0.006
H 3.388 3.270 -0.459 -0.016 -0.166 -0.214
H 4.903 2.210 -0.412 -0.534 -0.276 -0.268
H 4.883 3.675 0.453 -0.350 0.125 0.188
```
Positions in Å, forces in eV/Å.

Results
HOMO (eV): -6.23
Charge: -1
LUMO (eV): 1.5
Frontier orbital gap (eV): 7.756
2S+1: 1
Molecular weight (Da): 571.62